Record 1
Here is C17H26N4O4S in the gas phase from the OMol25 dataset. Energies are from ωB97M-V/def2-TZVPD.

XYZ file:
```
52
Properties=species:S:1:pos:R:3
S 1.0683 0.5636 1.0425
O -4.0073 -2.4265 6.4109
O 2.3359 -0.0912 0.9296
O 1.0264 1.9526 1.4082
O -4.0363 0.3127 6.4078
N 0.2073 0.3236 -0.3835
N -2.4284 -2.4341 4.7912
N -2.4635 0.3450 4.7818
N 2.7686 1.0970 -3.0659
C 0.0716 -1.7262 2.1796
C -3.3040 -0.2943 5.6585
C 1.0076 0.0466 -1.5609
C 1.7549 1.3022 -2.0555
C -1.6266 -0.3338 3.9156
C -3.2868 -1.8058 5.6615
C -0.7477 -2.4206 3.0475
C 2.2956 0.5294 -4.3178
C 1.2216 1.3804 -4.9920
C 3.9305 0.3852 -2.5732
C 0.9866 0.9416 -6.4359
C -0.7957 0.3498 3.0287
C -2.4158 -3.8840 4.8141
C 0.0358 -0.3463 2.1803
C -1.6046 -1.7448 3.9207
C -0.1071 1.7653 -7.1049
C -2.4726 1.7951 4.7908
H 1.9150 1.0457 -7.0011
H 1.7262 -0.7158 -1.2595
H -2.7140 -4.2862 3.8458
H -0.4143 1.1081 -0.5208
H -0.7619 1.4243 2.9853
H 0.3476 -0.3587 -2.3324
H 2.2417 1.7522 -1.1846
H 3.1646 0.4851 -4.9816
H 1.9269 -0.5045 -4.1930
H 3.7667 -0.6969 -2.4667
H -3.1358 -4.1960 5.5697
H 0.2797 1.3037 -4.4454
H 0.7071 -0.1147 -6.4509
H 4.2140 0.7863 -1.6030
H -3.1832 2.1043 5.5563
H -1.0495 1.6551 -6.5725
H -2.7920 2.1827 3.8235
H -1.4271 -4.2547 5.0849
H 0.7450 -2.2366 1.5122
H 4.7541 0.5383 -3.2714
H -0.2548 1.4428 -8.1327
H 1.5417 2.4235 -4.9736
H -0.7170 -3.4963 3.0466
H 1.0279 2.0242 -2.4390
H -1.4836 2.1820 5.0355
H 0.1606 2.8195 -7.1108
```

Calculated values
LUMO level	0.10	eV
spin multiplicity	1
E_HOMO	-8.38	eV
ΔE to the lowest compared entry with this formula, charge and spin	15.7	kcal per mole
orbital gap	8.5	eV
calculated total energy	-1581.57245	Eh
F_max	0.83	eV/Å

Partial charges, Mulliken, in e:
1. S 1.44
2. O -0.62
3. O -0.67
4. O -0.72
5. O -0.62
6. N -0.24
7. N -0.07
8. N -0.08
9. N 0.04
10. C -1.20
11. C 0.59
12. C -0.66
13. C -1.01
14. C 0.21
15. C 0.59
16. C -0.58
17. C -0.70
18. C -0.56
19. C -1.09
20. C -0.40
21. C -0.17
22. C -1.35
23. C -0.35
24. C 0.84
25. C -1.32
26. C -1.30
27. H 0.32
28. H 0.31
29. H 0.40
30. H 0.33
31. H 0.68
32. H 0.33
33. H 0.63
34. H 0.51
35. H 0.27
36. H 0.37
37. H 0.40
38. H 0.26
39. H 0.35
40. H 0.35
41. H 0.41
42. H 0.33
43. H 0.38
44. H 0.39
45. H 0.45
46. H 0.34
47. H 0.39
48. H 0.30
49. H 0.44
50. H 0.33
51. H 0.38
52. H 0.32


Record 2
Here is a molecular structure, C76H180Hg2N16O24 at a distorted geometry from the OMol25 dataset. Energies are from ωB97M-V/def2-TZVPD.

XYZ file:
```
298
Properties=species:S:1:pos:R:3
Hg -3.6274 -0.6861 -1.1835
Hg 3.1979 -0.8655 1.8485
O -6.1024 -1.8687 5.9388
O -0.5068 -3.5361 3.7343
O 1.4659 7.7188 3.0037
O 3.6277 1.6511 -6.2774
O 7.7287 1.3703 0.9448
O -8.3378 -0.7721 0.1477
O 1.1535 0.2480 2.2259
O 4.6927 -2.7496 2.5864
O -3.5256 -1.8748 0.6841
O -0.6738 2.0852 -2.5680
O 1.6519 -2.8504 1.6573
O -2.1729 -0.2675 7.6354
O -4.0833 2.0774 -7.4075
O -7.0874 -2.5624 -3.5914
O -5.3690 2.2180 -2.0542
O -2.5368 1.3957 -0.2335
O 2.8260 0.7014 0.1759
O -1.3963 -4.2306 -6.9992
O -1.5813 -1.5228 -1.1112
O 2.1769 -7.6101 5.6149
O 2.4774 -4.2836 -3.7310
O 2.1353 5.5083 -1.1545
O 3.7494 0.0093 7.6508
O 8.1686 1.1976 -4.3683
N -3.1811 0.1506 -3.3206
N 5.1902 0.4229 2.3651
N 4.4057 -1.6609 -0.0483
N 2.0746 -4.0694 4.8277
N -5.0863 -2.5950 9.4271
N -5.6676 0.0898 -0.4423
N -4.5356 -2.5489 -2.3198
N 0.4874 5.5688 4.5475
N -0.2007 -0.4166 4.6198
N -0.7069 3.4385 -8.0130
N 0.4730 6.3251 -3.2903
N -2.4650 -2.0126 -5.1620
N 7.0376 -0.4410 -1.2184
N 1.3945 3.7171 -4.1332
N 0.2934 -1.2897 -3.5812
N 2.8504 -1.1535 4.1664
C 5.0298 -3.5667 1.4465
C -5.2209 0.6757 1.8293
C -0.7330 -3.0713 2.5601
C -2.4388 -2.2758 1.0592
C -5.5429 -3.5439 -1.9121
C -5.3769 -4.0521 -0.5047
C -5.4002 -1.9843 4.7207
C 8.3412 0.4934 -3.1190
C 4.5024 2.6691 2.7525
C 1.3383 -3.4908 -3.4139
C -6.9192 -3.0323 -2.2436
C -5.3899 2.2351 -7.8127
C -5.2914 -2.3031 7.0240
C -1.8118 2.8327 -7.1883
C 5.3612 -3.2317 3.7294
C 0.7519 5.2279 -1.1200
C 7.5499 0.3711 -5.4178
C -9.7952 -0.7578 0.2190
C 2.3790 -4.9281 7.0782
C 1.4963 -2.0655 -3.7512
C 2.3931 -5.6786 -3.4404
C -1.3051 -0.8107 6.6600
C 1.0149 1.5111 -1.2233
C -6.0748 -0.1558 0.9069
C -7.6258 0.1952 0.9159
C 3.2751 -0.8844 6.6308
C 1.1707 6.4709 2.3624
C 2.5570 -5.2233 5.5684
C 6.9201 0.0864 -2.5677
C -5.8122 -1.8868 8.3950
C -1.1593 -2.8041 -7.0722
C -1.8783 0.9778 8.3706
C 1.5898 0.9687 0.0290
C -2.3765 0.6520 4.8160
C 1.4253 8.8941 2.2305
C -8.5074 -2.4598 -3.8753
C -3.2066 3.1615 -7.7439
C 9.0112 1.9613 0.7612
C 2.3886 1.8588 -5.6009
C 3.4534 -0.3284 5.2375
C -1.5746 6.2570 -1.9050
C -2.4471 -0.6522 -7.0699
C 2.4151 3.3524 -5.0957
C 3.0226 4.5523 -0.6287
C 0.9051 3.9547 2.7937
C 6.8282 2.2766 1.6690
C -4.2055 1.0274 -3.9014
C 0.6327 0.7446 1.2085
C -1.2656 1.4987 -0.1486
C 5.9128 1.1947 -2.4063
C -1.0919 0.2050 5.5461
C 0.3836 -2.8532 1.5197
C -2.4091 -2.0674 -6.5690
C -0.2905 1.7692 -1.3631
C 0.0779 -2.3970 0.2952
C -2.0211 -2.7372 2.3158
C -1.2828 -2.0930 -0.0588
C 1.2793 5.3076 3.3645
C 1.4067 -8.8045 5.3320
C 3.7175 -0.6322 8.9345
C 4.4314 -3.1079 0.0983
C 1.6311 -6.3817 5.1518
C 5.1355 -3.7520 -1.0361
C -0.7579 1.0061 1.0378
C -5.5611 3.4077 -1.2661
C 3.8188 0.3543 -6.7137
C 3.7070 3.7145 -4.3517
C 2.6868 0.9696 5.1847
C -1.4779 3.3424 -5.8261
C -0.0097 6.3085 -1.8785
C -4.4783 2.3221 -3.1312
C 5.3667 1.8183 1.8455
C 2.6571 -1.3612 -2.9089
C -5.4494 0.2462 -4.2564
C -0.2624 -4.9962 -7.1045
C -5.8804 -0.4450 8.7442
H 4.8558 0.0944 -6.9259
H 0.7940 3.0095 -3.7347
H -10.2111 -1.7279 -0.0532
H 0.3995 5.3528 -3.5536
H -0.7202 -1.2067 4.2649
H 0.6147 3.3262 3.6356
H 3.2858 1.7610 5.6353
H 2.2176 -1.1068 6.7729
H 0.6202 -6.1731 5.5020
H 1.8715 4.0407 -3.3038
H 5.1071 -4.2531 4.0126
H -0.4797 2.9162 -8.8472
H -10.2580 0.1429 -0.1842
H -7.7760 1.0709 0.2845
H 0.7678 6.4755 4.8930
H -6.1817 -4.7293 -0.2188
H -3.1532 0.9722 5.5105
H 7.2313 0.8847 -6.3250
H -4.7320 3.5911 -0.5828
H -2.0363 6.3718 -0.9243
H 2.3852 -5.9862 -2.3947
H 9.5419 2.1838 1.6870
H -6.8807 -2.0963 8.4442
H 6.0887 -3.2529 -1.2103
H 1.4256 -4.4106 7.1842
H 0.3341 5.3094 -0.1165
H 1.5586 -6.5283 4.0742
H -4.8816 3.1085 -3.7691
H 9.6833 1.3052 0.2081
H 1.7698 -2.0203 -4.8053
H -6.5995 0.1334 8.1642
H 6.6154 -0.1504 -5.2111
H 7.8986 -0.9689 -1.2238
H 3.4324 -3.5438 0.0951
H 3.5851 -5.4171 5.2627
H -5.4850 -4.3455 -2.6484
H 2.8736 -0.3544 -3.2660
H 6.2200 1.9210 -1.6538
H -3.7652 -3.1751 -2.5052
H -0.1048 0.0777 3.7443
H -0.9993 -2.5831 -8.1275
H 7.3449 0.2953 -0.5990
H 1.1532 -3.5733 -2.3429
H -8.1102 0.3496 1.8801
H -2.3770 1.1235 9.3288
H 2.4651 1.3406 4.1841
H 5.8824 1.7927 -3.3172
H -6.0610 0.9972 -4.7566
H -1.5491 -1.6734 -4.9048
H -5.2744 1.7257 1.5420
H -5.8497 1.0381 -0.7386
H 0.1788 6.3898 1.9178
H 1.6970 1.6375 -2.0510
H 4.4905 -0.0459 5.0563
H 3.9979 -1.3664 -0.9241
H 1.4528 -6.0658 -3.8329
H -1.3466 0.7928 1.9178
H -0.2431 -2.4511 -6.5989
H -5.5192 2.5444 -8.8499
H 2.4987 -1.2006 -1.8425
H 2.7708 -1.0310 9.2990
H 1.0696 -3.9763 4.8656
H 7.2464 2.3550 2.6726
H 0.5254 -8.6583 5.9565
H 5.5228 0.5284 3.3129
H -1.9740 7.0494 -2.5380
H 8.9425 2.8851 0.1867
H 6.1138 -3.6617 1.3822
H -4.7083 -2.3010 -3.2835
H -3.6570 1.3324 -4.7926
H -7.6686 -3.7843 -1.9967
H 1.0003 -8.8324 4.3210
H -6.0308 -0.0948 -3.3997
H 3.7218 3.1009 -3.4509
H -1.9678 5.3304 -2.3232
H 0.0934 -5.2799 -6.1140
H -9.1646 -1.9366 -3.1807
H 3.8061 -1.8335 6.7036
H 0.1348 -1.0757 -2.6069
H -4.4945 -1.3846 4.8106
H 4.9349 1.8970 0.8477
H 4.6802 3.7000 -4.8424
H 6.4817 -0.6907 -3.1938
H -2.1801 1.5759 4.2720
H -2.3273 0.6894 -3.2923
H 5.3729 -1.4260 -0.2199
H -2.4058 -2.9843 -4.8928
H 1.8008 6.2920 1.4912
H -8.6629 -1.9937 -4.8483
H -1.4650 -0.1959 -6.9455
H -2.5629 -0.7092 -8.1522
H 8.3697 -0.2939 -5.6895
H -0.8230 0.9434 8.6412
H -1.4019 4.4294 -5.8525
H -3.5315 2.5709 -2.6518
H 4.6630 -4.5748 1.6397
H 0.5342 4.2374 -1.5196
H 6.7994 3.1973 1.0861
H -0.5459 1.1016 5.8395
H 5.9922 -0.0148 1.9347
H 9.0039 -0.3596 -3.2646
H 2.7491 -2.1242 4.4262
H 2.3271 3.9989 -5.9688
H -4.2739 -1.9343 6.8940
H -5.8979 3.0885 -7.3637
H 2.2288 8.7545 1.5074
H 1.6863 9.7901 2.7937
H 1.4766 6.4392 -3.2847
H -5.5377 0.5303 2.8621
H -0.4985 2.9384 -5.5700
H 3.5568 4.7101 -3.9341
H 4.0684 4.7094 -0.8928
H -7.2191 -2.2035 -1.6023
H -4.4369 -4.6030 -0.4716
H 2.3228 1.1709 -4.7580
H -3.2250 3.3505 -8.8172
H -6.0577 -1.7304 3.8892
H 2.1539 -5.7973 7.6962
H 1.6635 3.4954 2.1597
H 1.5468 1.5433 -6.2172
H 0.7990 -2.0938 -0.4494
H -2.7831 -0.0907 4.1296
H -5.9943 -1.2295 1.0767
H 5.2804 -4.8219 -0.8865
H -3.2409 -2.6163 -7.0104
H 0.1636 3.3878 -7.5034
H -5.9605 1.3296 -7.6060
H -6.4678 -0.3132 -0.9084
H 4.1026 0.1741 9.5587
H 4.8517 2.5704 3.7803
H -5.0950 -3.3700 6.9172
H -4.0868 -2.4522 9.4516
H -4.1528 0.4983 1.7031
H -3.5810 4.0656 -7.2637
H -2.9399 -0.5004 -4.0542
H 2.8949 4.5334 0.4536
H 1.8657 -0.9320 4.1280
H 3.4795 -0.4032 -6.0071
H -0.0450 4.1230 2.2867
H -2.7954 -2.8592 3.0587
H 3.2228 -6.2011 -3.9165
H -5.2287 -0.6148 -4.8873
H -5.2343 -3.2709 0.2420
H -6.4473 3.2752 -0.6454
H 4.9675 -2.5739 4.5042
H -6.0985 -0.3615 9.8089
H 1.6970 0.9711 5.6413
H -1.6396 1.7565 -7.1752
H 2.1922 -4.1708 3.8297
H 4.9487 0.7544 -2.1520
H 8.8499 1.1128 -2.3803
H 3.6461 -1.8076 -3.0126
H -5.0621 -2.9940 4.4876
H -0.3448 -1.1471 7.0509
H -4.9597 0.1175 8.5888
H 4.6612 3.6921 2.4114
H -10.0112 -0.6227 1.2788
H 0.5602 -4.4585 -7.5759
H 0.4769 9.0627 1.7204
H -0.4592 5.7589 4.2509
H 3.1689 -4.3144 7.5111
H 2.2533 5.1736 3.8351
H -2.1823 3.0149 -5.0614
H 3.4396 2.4545 2.6413
H -9.0107 -3.4246 -3.9379
H 4.4824 -1.4075 8.8912
H 0.5891 -3.9168 -4.0812
H -0.5258 -5.8101 -7.7800
H 6.4397 -3.0972 3.6470
H 0.2842 7.2056 -1.3337
H 2.7828 3.5211 -0.8880
H -3.2803 -0.0382 -6.7281
H -2.1231 1.8162 7.7185
H -5.2705 -3.5779 9.2854
H 1.9285 -9.6932 5.6871
H 3.3580 0.2885 -7.6994
H -1.7870 -1.7205 6.3021
H -5.9160 4.2753 -1.8224
H 0.4302 -0.3565 -3.9425
H 4.4723 -3.6728 -1.8976
```

Calculated values
LUMO level	-0.03	eV
spin multiplicity	1
E_HOMO	-7.15	eV
orbital gap	7.1	eV
calculated total energy	-5991.92993	Eh
F_max	5.77	eV/Å

Atomic partial charges in e from the Mulliken method, atoms 1 to 99:
1. Hg 4.99
2. Hg 4.49
3. O -0.48
4. O -0.93
5. O -0.40
6. O -0.46
7. O -0.30
8. O -0.24
9. O -0.07
10. O 0.29
11. O -1.01
12. O 0.12
13. O -0.79
14. O -0.28
15. O 0.03
16. O -0.32
17. O -0.52
18. O -0.92
19. O -0.45
20. O -0.39
21. O -0.77
22. O -0.36
23. O -0.39
24. O -0.52
25. O -0.43
26. O -0.40
27. N 1.45
28. N -0.45
29. N 1.81
30. N 0.03
31. N -0.75
32. N -0.04
33. N -0.44
34. N -0.76
35. N 0.56
36. N -0.87
37. N -0.73
38. N 0.23
39. N 0.03
40. N 0.16
41. N 0.99
42. N 1.98
43. C -2.02
44. C -1.34
45. C -0.94
46. C -0.06
47. C 0.45
48. C -1.39
49. C -0.12
50. C -0.78
51. C -1.23
52. C -0.90
53. C -0.70
54. C -1.00
55. C 0.32
56. C 2.72
57. C -0.98
58. C 1.95
59. C -0.57
60. C -1.03
61. C -1.48
62. C 0.53
63. C -0.83
64. C -0.81
65. C 0.31
66. C 1.40
67. C -1.02
68. C -0.38
69. C -0.47
70. C 0.45
71. C 0.17
72. C 0.59
73. C -0.71
74. C -0.86
75. C -0.46
76. C -0.87
77. C -0.70
78. C -0.92
79. C -1.25
80. C -1.08
81. C 1.06
82. C 0.74
83. C -1.41
84. C -0.93
85. C 0.27
86. C 0.03
87. C -0.62
88. C -1.45
89. C 2.36
90. C 0.18
91. C -0.62
92. C -0.56
93. C 0.91
94. C -0.16
95. C 0.08
96. C 0.31
97. C 0.31
98. C -0.45
99. C 0.00


Record 3
Here is C3H5ClSi in the gas phase at a distorted geometry from the OMol25 dataset. Energies are from ωB97M-V/def2-TZVPD.

XYZ file:
```
10
Properties=species:S:1:pos:R:3
Cl -3.9114 0.5310 0.5838
Si -2.7138 -0.5967 -0.5773
C 0.1752 0.3781 -0.0539
C -0.9555 0.2205 -0.4166
C 1.4329 0.7806 0.3696
H 1.5227 1.3044 1.4050
H 2.1880 -0.0732 0.3255
H 1.6549 1.5313 -0.3309
H -2.7239 -1.9374 0.0557
H -3.2666 -0.3110 -2.0372
```

Calculated values
LUMO level	0.79	eV
spin multiplicity	1
E_HOMO	-9.93	eV
ΔE to the lowest compared entry with this formula, charge and spin	1.5	kcal per mole
orbital gap	10.7	eV
calculated total energy	-866.95675	Eh
F_max	3.96	eV/Å

Partial charges, Mulliken, in e:
1. Cl -0.24
2. Si 0.47
3. C 0.71
4. C -0.53
5. C -1.08
6. H 0.27
7. H 0.26
8. H 0.29
9. H -0.09
10. H -0.06